DFT (wB97M-V/def2-TZVPD) results for a cluster of 11 separate species, C72H58BINO42 in total at a distorted geometry.

- Charge: -1
- Energy relative to the best compared isomer or geometry (same formula, charge and spin): 0.000 eV
- Calculated total energy: -6315.92117 hartree
- HOMO level: -5.161 eV
- Gap between HOMO and LUMO: 4.9 eV

Each line ends with the Löwdin charge.
Geometry (Å):
C 2.456 -2.302 1.216  -0.08
C 0.969 -2.056 0.969  -0.17
C 0.614 -1.431 -0.407  -0.29
O 1.649 -1.006 -1.201  -0.01
B 1.817 0.430 -0.813  -0.69
C 2.920 1.316 -1.608  -0.12
C 3.835 1.981 -0.609  -0.40
C 5.122 2.511 -1.220  -0.64
I 6.359 3.164 0.397  0.71
O 0.397 0.892 -0.867  0.00
C -0.200 -0.111 -0.089  -0.27
C -1.658 -0.136 -0.291  -0.17
C -2.221 -0.116 -1.498  -0.03
C -3.542 -0.104 -1.671  -0.16
N -4.389 -0.107 -0.648  0.07
C -3.810 -0.158 0.530  -0.17
C -2.490 -0.166 0.747  -0.02
H 3.070 -2.024 0.376  0.07
H 2.622 -3.330 1.498  0.05
H 2.772 -1.702 2.055  0.05
H 0.570 -1.497 1.790  0.07
H 0.473 -3.021 1.007  0.10
H 0.037 -2.190 -0.927  0.14
H 2.109 0.387 0.411  0.13
H 3.490 0.693 -2.277  0.08
H 2.434 2.105 -2.162  0.08
H 4.109 1.259 0.143  0.07
H 3.305 2.776 -0.106  0.09
H 4.852 3.338 -1.850  0.04
H 5.608 1.743 -1.786  0.04
H -0.040 0.251 0.924  0.13
H -1.584 -0.102 -2.359  0.13
H -3.944 -0.057 -2.662  0.09
H -4.432 -0.179 1.405  0.06
H -2.107 -0.188 1.747  0.12
C 2.278 -1.848 5.994  0.09
C 2.941 -2.621 6.864  -0.23
C 2.826 -4.121 6.845  -0.32
O 3.477 -4.749 7.662  0.10
C 1.951 -4.732 5.867  0.06
C 1.282 -3.962 4.994  -0.24
C 1.415 -2.461 5.003  -0.29
O 0.785 -1.831 4.174  0.08
O 0.474 -4.454 4.076  0.14
O 3.744 -2.135 7.797  0.12
H 2.359 -0.770 5.995  0.14
H 1.866 -5.809 5.872  0.14
H 0.114 -3.692 3.577  0.12
H 4.093 -2.909 8.278  0.12
C 0.018 3.243 4.182  0.08
C 0.571 2.032 4.017  -0.23
C 1.906 1.859 3.352  -0.30
O 2.348 0.732 3.270  0.12
C 2.586 3.035 2.847  0.09
C 2.035 4.244 3.003  -0.23
C 0.714 4.422 3.700  -0.30
O 0.282 5.557 3.823  0.08
O 2.597 5.364 2.563  0.11
O 0.007 0.907 4.415  0.10
H -0.940 3.384 4.662  0.13
H 3.528 2.873 2.347  0.10
H 1.987 6.084 2.808  0.11
H 0.627 0.192 4.148  0.07
C 2.181 1.426 -7.783  0.06
C 3.063 1.520 -6.782  -0.23
C 2.631 1.657 -5.352  -0.29
O 3.498 1.687 -4.505  0.12
C 1.209 1.715 -5.058  0.10
C 0.323 1.630 -6.060  -0.23
C 0.756 1.465 -7.493  -0.31
O -0.108 1.371 -8.347  0.10
O -0.990 1.678 -5.866  0.10
O 4.375 1.475 -6.953  0.09
H 2.483 1.319 -8.812  0.12
H 0.912 1.819 -4.021  0.14
H -1.403 1.592 -6.744  0.10
H 4.773 1.570 -6.061  0.11
C 6.931 -1.905 -4.350  0.08
C 6.579 -3.185 -4.165  -0.23
C 5.732 -3.930 -5.167  -0.31
O 5.475 -5.095 -4.935  0.11
C 5.274 -3.219 -6.350  0.08
C 5.624 -1.937 -6.529  -0.23
C 6.488 -1.203 -5.537  -0.31
O 6.770 -0.044 -5.785  0.10
O 5.248 -1.202 -7.566  0.11
O 6.949 -3.884 -3.103  0.11
H 7.537 -1.361 -3.640  0.14
H 4.654 -3.757 -7.053  0.13
H 5.641 -0.321 -7.404  0.10
H 6.558 -4.772 -3.210  0.12
C 0.271 -1.056 -11.309  0.08
C 1.058 -1.583 -10.361  -0.23
C 1.052 -3.056 -10.049  -0.31
O 1.810 -3.459 -9.188  0.11
C 0.142 -3.913 -10.790  0.07
C -0.646 -3.384 -11.735  -0.24
C -0.620 -1.915 -12.063  -0.32
O -1.357 -1.523 -12.949  0.10
O -1.500 -4.100 -12.450  0.11
O 1.892 -0.862 -9.633  0.10
H 0.269 0.000 -11.539  0.14
H 0.133 -4.966 -10.548  0.13
H -1.935 -3.470 -13.055  0.12
H 2.334 -1.487 -9.025  0.12
C 5.451 -5.374 1.400  0.08
C 5.005 -4.760 2.506  -0.24
C 5.684 -3.538 3.069  -0.31
O 5.212 -3.039 4.071  0.11
C 6.865 -3.035 2.391  0.08
C 7.310 -3.651 1.287  -0.23
C 6.621 -4.861 0.715  -0.31
O 7.098 -5.356 -0.292  0.09
O 8.382 -3.253 0.619  0.12
O 3.948 -5.174 3.184  0.11
H 4.973 -6.252 0.991  0.14
H 7.353 -2.167 2.808  0.14
H 8.472 -3.866 -0.135  0.12
H 3.843 -4.550 3.928  0.09
C -4.142 -2.974 6.502  0.07
C -4.724 -2.656 7.665  -0.27
C -4.108 -1.670 8.618  -0.33
O -4.709 -1.426 9.648  0.10
C -2.837 -1.071 8.262  0.08
C -2.245 -1.388 7.098  -0.23
C -2.876 -2.361 6.133  -0.32
O -2.299 -2.591 5.091  0.12
O -1.090 -0.858 6.736  0.12
O -5.874 -3.178 8.066  0.10
H -4.577 -3.681 5.809  0.14
H -2.398 -0.373 8.961  0.14
H -0.825 -1.213 5.861  0.09
H -6.061 -2.772 8.933  0.12
C -1.994 7.555 5.104  0.08
C -2.879 7.857 4.142  -0.23
C -4.035 8.789 4.389  -0.32
O -4.785 9.029 3.461  0.10
C -4.198 9.350 5.719  0.07
C -3.316 9.045 6.680  -0.24
C -2.145 8.133 6.425  -0.31
O -1.384 7.926 7.352  0.10
O -3.399 9.515 7.916  0.11
O -2.807 7.367 2.916  0.13
H -1.159 6.887 4.935  0.11
H -5.040 10.005 5.890  0.13
H -2.636 9.137 8.394  0.12
H -3.562 7.745 2.426  0.12
C -8.278 -0.701 4.493  0.08
C -7.315 -0.321 3.638  -0.23
C -5.900 -0.086 4.099  -0.29
O -5.074 0.234 3.270  0.11
C -5.593 -0.258 5.509  0.09
C -6.557 -0.637 6.357  -0.21
C -7.965 -0.895 5.895  -0.31
O -8.776 -1.254 6.731  0.11
O -6.347 -0.815 7.654  0.07
O -7.535 -0.131 2.350  0.13
H -9.296 -0.876 4.177  0.13
H -4.576 -0.072 5.828  0.13
H -7.204 -1.089 8.031  0.13
H -6.685 0.132 1.945  0.12
C -5.996 1.889 -7.039  0.07
C -7.230 1.551 -6.645  -0.24
C -7.609 1.473 -5.190  -0.32
O -8.761 1.175 -4.926  0.10
C -6.593 1.750 -4.198  0.08
C -5.353 2.087 -4.588  -0.24
C -4.980 2.190 -6.045  -0.31
O -3.843 2.517 -6.323  0.11
O -4.384 2.349 -3.734  0.12
O -8.208 1.262 -7.491  0.11
H -5.715 1.949 -8.081  0.13
H -6.870 1.674 -3.155  0.14
H -3.593 2.560 -4.269  0.13
H -8.985 1.057 -6.937  0.12